A:
Entry from OMol25: 2 unconnected molecules or ions with the total composition C5H12S2 (wB97M-V/def2-TZVPD).

Last column: Löwdin charge in e.
Atoms and positions in Å:
C 1.877 0.684 0.990  -0.34
C 2.411 -0.553 0.303  -0.16
C 0.738 1.431 0.249  -0.70
S 0.960 1.476 -1.475  0.70
S -0.979 -1.226 1.177  0.69
C -2.500 -1.068 0.251  -0.70
C -2.269 -0.609 -1.179  -0.18
H 2.640 1.454 1.031  0.10
H 1.447 0.393 1.948  0.09
H 3.236 -0.944 0.894  0.07
H 2.719 -0.363 -0.714  0.03
H 1.669 -1.348 0.282  0.03
H 0.559 2.468 0.531  0.07
H -0.271 0.868 0.391  0.03
H -3.110 -1.959 0.391  0.06
H -3.093 -0.289 0.744  0.05
H -3.142 -0.433 -1.797  0.07
H -1.657 -1.374 -1.668  0.07
H -1.605 0.249 -1.126  0.01

Values from the calculation:
Kohn-Sham gap (eV): 4.60

---

B:
Entry from OMol25: 2 unconnected molecules or ions with the total composition C5H12S2 (wB97M-V/def2-TZVPD).

Last column: Löwdin charge in e.
Atoms and positions in Å:
C 1.102 -0.630 1.379  -0.36
C 0.401 0.366 2.265  -0.13
C 2.327 -0.081 0.637  -0.64
S 1.812 1.025 -0.686  0.66
S -1.930 -0.794 0.066  0.71
C -1.194 -0.355 -1.462  -0.72
C -2.196 0.457 -2.295  -0.19
H 0.470 -0.898 0.510  0.01
H 1.414 -1.594 1.756  0.11
H 0.334 1.296 1.736  0.05
H 0.846 0.543 3.238  0.08
H -0.656 0.093 2.351  0.04
H 3.062 0.341 1.317  0.07
H 2.872 -0.876 0.128  0.05
H -0.287 0.333 -1.404  0.00
H -0.956 -1.299 -1.946  0.06
H -3.223 0.113 -2.271  0.05
H -1.949 0.465 -3.355  0.07
H -2.245 1.496 -1.963  0.08

Values from the calculation:
Kohn-Sham gap (eV): 4.37

---

Energy ordering: A at the bottom, the next structure 0.370 eV above.

---

A:
Entry from OMol25: 2 unconnected molecules or ions with the total composition C2H9N2OP (wB97M-V/def2-TZVPD).

Last column: Löwdin charge in e.
Atoms and positions in Å:
C -0.969 1.940 -0.622  -0.25
C 1.847 -2.230 -0.424  -0.14
N -1.584 1.465 0.580  -0.11
N 2.278 -0.979 0.233  -0.31
O 1.995 1.572 0.580  -0.48
P 2.265 0.546 -0.403  0.73
H -0.706 3.014 -0.324  0.09
H 0.071 1.320 -0.915  0.03
H -1.816 2.015 -1.328  0.06
H 1.448 -2.883 0.284  0.06
H 1.013 -1.987 -1.136  0.09
H 2.687 -2.663 -0.833  0.04
H -0.989 1.690 1.380  0.05
H 2.324 -1.173 1.200  0.06
H -1.596 0.444 0.680  0.06

Values from the calculation:
SMILES: CNP=O.CN
Kohn-Sham gap (eV): 9.27

---

B:
Entry from OMol25: 2 unconnected molecules or ions with the total composition C2H9N2OP (wB97M-V/def2-TZVPD).

Last column: Löwdin charge in e.
Atoms and positions in Å:
C -1.352 0.810 1.629  -0.30
C 0.852 0.506 -2.008  -0.16
N -0.473 -0.178 2.162  -0.10
N 1.390 -0.252 -0.900  -0.26
O -0.649 -1.884 -0.905  -0.40
P 0.426 -1.342 -0.087  0.72
H -0.759 1.600 1.160  0.05
H -2.087 0.433 0.902  0.06
H -1.919 1.262 2.456  0.07
H 1.639 0.684 -2.741  0.08
H 0.068 -0.099 -2.467  0.07
H 0.428 1.463 -1.704  0.07
H -1.010 -0.983 2.482  0.01
H 2.056 0.243 -0.324  0.09
H 1.389 -2.263 0.344  0.00

Values from the calculation:
Kohn-Sham gap (spin up / spin down) (eV): 8.70 / 7.86

---

Energy ordering: A at the bottom, the next structure 1.332 eV above.